(1)
{
  "formula": "C2H5N3OS",
  "method": "the ωB97M-V functional and the def2-TZVPD basis",
  "species": ["N", "C", "O", "N", "S", "H", "H", "H", "H", "C", "N", "H"],
  "coordinates": [[-1.78, 0.02, 0.39], [-0.91, 0.11, -0.62], [-1.46, 0.54, -1.84], [0.32, -0.11, -0.47], [1.45, 0.26, -1.68], [-1.39, -0.42, 1.21], [-2.88, -0.18, 0.20], [-0.72, 0.81, -2.53], [2.45, 0.11, -0.74], [1.65, -0.42, 1.96], [0.64, -0.84, 2.25], [2.63, 0.12, 1.86]],
  "mulliken_charge": [-0.411, 0.555, -0.515, -0.335, -0.214, 0.285, 0.267, 0.309, 0.084, 0.142, -0.419, 0.253],
  "relative_energy_kj_mol": 265.96,
  "smiles": "N/C(O)=N/S.C#N",
  "homo_lumo_gap_ev": 8.70
}


(2)
{
  "formula": "C11H17F",
  "method": "the ωB97M-V functional and the def2-TZVPD basis",
  "species": ["C", "C", "C", "C", "C", "C", "C", "C", "C", "C", "C", "F", "H", "H", "H", "H", "H", "H", "H", "H", "H", "H", "H", "H", "H", "H", "H", "H", "H"],
  "coordinates": [[-1.12, -0.56, 2.33], [0.11, -0.54, 2.45], [-1.08, 0.95, -2.08], [-2.34, -0.24, 1.78], [-2.22, 0.38, -2.41], [-2.79, -0.63, -1.52], [-2.95, 0.68, -3.73], [3.79, 0.45, 0.13], [1.35, -0.68, 3.15], [2.64, -0.28, 0.94], [2.46, 0.11, 2.47], [-3.34, -0.95, 2.31], [-0.56, 0.47, -1.23], [-0.61, 1.95, -2.39], [-2.41, -1.67, -1.57], [-3.83, -0.67, -1.70], [-2.52, -0.25, -0.51], [-4.00, 0.22, -3.76], [-2.55, -0.13, -4.39], [-3.01, 1.65, -4.11], [3.93, -0.08, -0.79], [4.66, 0.43, 0.67], [3.50, 1.44, -0.06], [1.26, -0.25, 4.18], [1.61, -1.74, 3.28], [1.66, -0.07, 0.33], [2.83, -1.34, 0.90], [3.39, 0.12, 2.79], [2.12, 1.23, 2.57]],
  "mulliken_charge": [0.624, -0.103, -0.448, -0.513, 0.747, -0.727, -1.270, -1.425, -0.466, 0.125, -0.819, -0.166, -0.046, 0.247, 0.296, 0.420, -0.077, 0.282, 0.283, 0.395, 0.388, 0.406, 0.365, 0.287, 0.291, -0.210, 0.316, 0.558, 0.241],
  "relative_energy_kj_mol": 44.21,
  "homo_lumo_gap_ev": 7.73
}


(3)
{
  "formula": "C5H14O2",
  "method": "the ωB97M-V functional and the def2-TZVPD basis",
  "species": ["C", "C", "C", "C", "C", "H", "H", "H", "H", "H", "H", "H", "H", "H", "H", "O", "H", "H", "O", "H", "H"],
  "coordinates": [[-0.86, -3.42, 0.77], [-0.37, -2.04, 0.96], [0.14, -1.56, -0.19], [1.21, -0.49, -0.33], [2.62, -1.29, -0.80], [-1.31, -4.02, 1.64], [0.06, -4.08, 0.41], [-1.76, -3.27, 0.07], [-0.10, -1.62, 2.02], [-0.19, -1.86, -1.22], [1.01, 0.06, -1.21], [1.19, 0.16, 0.48], [2.39, -1.87, -1.73], [2.86, -1.88, 0.11], [3.48, -0.53, -0.87], [-0.95, 6.23, -0.26], [-1.03, 6.12, -1.27], [-1.39, 5.48, 0.00], [-2.18, 3.48, 0.19], [-1.77, 2.65, 0.57], [-3.05, 3.75, 0.66]],
  "mulliken_charge": [-0.921, 0.005, -0.221, -0.883, -0.913, 0.310, 0.199, 0.231, 0.258, 0.290, 0.299, 0.459, 0.318, 0.272, 0.302, -0.633, 0.322, 0.335, -0.699, 0.328, 0.346],
  "relative_energy_kj_mol": 254.61,
  "smiles": "C/C=C/CC.O.O",
  "homo_lumo_gap_ev": 9.31
}


(4)
{
  "formula": "C27H45IrNO2P2",
  "method": "the ωB97M-V functional and the def2-TZVPD basis",
  "species": ["Ir", "C", "C", "C", "C", "C", "C", "H", "H", "H", "C", "H", "H", "H", "C", "H", "H", "H", "C", "H", "H", "H", "C", "H", "H", "H", "C", "C", "C", "C", "C", "C", "C", "C", "H", "H", "H", "H", "H", "H", "H", "H", "H", "H", "H", "H", "P", "C", "C", "P", "C", "C", "C", "H", "H", "H", "H", "H", "H", "H", "H", "H", "H", "H", "H", "H", "H", "O", "C", "C", "C", "C", "O", "N", "H", "H", "H", "H"],
  "coordinates": [[-1.25, 0.78, -0.24], [-0.07, -0.41, -2.73], [-0.78, 0.85, -2.16], [1.52, 0.91, -1.55], [1.35, -0.25, -2.26], [0.29, 1.69, -1.47], [-0.19, -0.34, -4.24], [-1.23, -0.43, -4.60], [0.45, -1.08, -4.72], [0.17, 0.66, -4.54], [2.45, -1.04, -2.84], [2.10, -1.87, -3.47], [3.07, -1.45, -2.02], [3.11, -0.41, -3.44], [2.85, 1.39, -1.09], [3.50, 1.79, -1.89], [3.39, 0.53, -0.65], [2.73, 2.16, -0.32], [0.30, 3.19, -1.46], [0.20, 3.61, -2.47], [1.25, 3.56, -1.07], [-0.53, 3.57, -0.86], [-1.92, 1.57, -2.80], [-1.51, 2.29, -3.51], [-2.48, 2.11, -2.03], [-2.58, 0.85, -3.28], [-0.89, -0.97, 0.36], [-1.71, -1.65, -0.71], [-3.15, -1.21, -1.10], [-3.87, -0.13, -0.20], [-3.07, 1.07, 0.29], [-2.10, 1.09, 1.45], [-2.19, -0.16, 2.35], [-1.41, -1.31, 1.74], [-3.76, -2.13, -1.08], [-4.41, -0.67, 0.58], [-3.20, -0.85, -2.15], [-1.98, -2.26, 1.70], [0.18, -1.24, 0.29], [-1.83, -2.69, -0.36], [-0.54, -1.52, 2.36], [-1.81, 0.12, 3.35], [-1.75, 2.02, 1.92], [-3.24, -0.43, 2.49], [-4.65, 0.29, -0.84], [-3.55, 2.04, 0.05], [-0.67, -2.21, -2.25], [0.59, -3.24, -1.54], [-1.78, -2.98, -3.40], [-0.11, 3.10, 3.96], [0.68, 2.34, 2.62], [-0.52, 4.86, 3.54], [0.09, 1.98, 5.38], [1.15, -2.75, -0.73], [1.27, -3.53, -2.35], [0.10, -4.14, -1.13], [-2.54, -2.29, -3.79], [-2.30, -3.82, -2.91], [-1.17, -3.36, -4.23], [-0.50, 1.06, 5.21], [-0.26, 2.50, 6.28], [1.16, 1.75, 5.41], [0.94, 2.83, 1.66], [0.51, 1.29, 2.31], [0.44, 5.40, 3.38], [-1.10, 5.26, 4.38], [-1.16, 4.92, 2.63], [1.17, -1.63, 3.41], [2.12, -1.86, 2.66], [3.45, -2.39, 3.18], [4.41, -2.09, 2.06], [3.47, -1.78, 0.89], [3.93, -1.65, -0.25], [2.17, -1.68, 1.29], [3.73, -1.92, 4.12], [3.38, -3.48, 3.33], [5.02, -1.21, 2.28], [5.07, -2.92, 1.81]],
  "mulliken_charge": [-0.240, 2.076, 0.271, 0.572, 0.363, 0.409, -1.614, 0.433, 0.394, 0.459, -1.957, 0.425, 0.293, 0.484, -2.041, 0.392, 0.144, 0.415, -1.584, 0.268, 0.480, 0.375, -1.434, 0.501, 0.370, 0.424, 1.870, -1.523, -0.724, -1.660, -1.238, 0.946, -0.836, -0.540, 0.555, 0.300, 0.221, 0.485, -0.919, 1.325, 0.064, 0.039, 0.434, 0.342, 0.495, 0.899, 0.923, -1.135, -1.379, 0.465, -0.756, -0.968, -0.890, 0.155, 0.466, 0.480, 0.401, 0.416, 0.428, 0.273, 0.339, 0.319, 0.250, 0.293, 0.321, 0.343, 0.292, -0.718, 0.022, -0.617, -0.409, 0.008, -0.760, 0.115, 0.350, 0.220, 0.262, 0.279],
  "spin_multiplicity": 5,
  "relative_energy_kj_mol": 170.62,
  "s2": 6.024,
  "total_charge": 1,
  "homo_lumo_gap_ev": [4.93, 4.28]
}


Number 1: electronic energy -19506.1939 eV. Number 2: electronic energy -14392.9839 eV. Number 3: electronic energy -9504.3609 eV. Number 4: electronic energy -55714.0993 eV.